Density functional theory data (the ωB97M-V functional and the def2-TZVPD basis) for a 12-piece molecular cluster, C72H108N4O16 overall at a distorted geometry.

Results
Structure (SMILES) = Oc1ccc(O)cc1.Oc1ccc(O)cc1.Oc1ccc(O)cc1.Oc1ccc(O)cc1.Oc1ccc(O)cc1.Oc1ccc(O)cc1.Oc1ccc(O)cc1.Oc1ccc(O)cc1.CCN(CC)CC.CCN(CC)CC.CCN(CC)CC.CCN(CC)CC
E_LUMO = 0.529 eV
HOMO-LUMO gap = 8.1 eV
Highest occupied orbital energy = -0.2775 Eh
E = -115133.8879 eV

The geometry in XYZ format:
```
200
Properties=species:S:1:pos:R:3:forces:R:3:lowdin_charge:R:1
O -1.60409 -6.98243 1.95061 1.68 2.39 0.34 0.01
C -0.38914 -6.21573 2.16975 -1.55 0.13 -0.03 -0.24
C -0.51510 -4.81975 2.36373 0.35 -1.23 0.49 0.00
C 0.59530 -4.01001 2.54458 0.96 -0.71 0.02 0.01
C 1.87292 -4.62711 2.54534 -0.08 1.79 -0.78 -0.30
O 3.07922 -3.93876 2.59175 -1.17 -0.68 0.14 0.05
C 1.96471 -5.94353 2.30372 0.82 -1.50 0.45 -0.06
C 0.87658 -6.75857 2.18850 -1.21 -0.20 -0.77 -0.05
H -1.38607 -7.89630 2.02608 0.34 -1.05 0.10 0.06
H -1.48290 -4.43611 2.56333 -0.80 0.44 -0.36 0.09
H 0.50354 -2.93583 2.66452 -0.16 -0.03 0.13 0.10
H 2.77765 -3.05180 2.71576 0.40 1.52 0.25 0.05
H 2.92110 -6.42264 2.25204 0.55 0.08 -0.02 0.12
H 1.06941 -7.77882 1.95564 -0.16 -0.84 0.02 0.11
O -5.98515 -3.69060 4.76335 -0.73 -0.35 0.10 0.03
C -4.92520 -2.99354 4.25766 -0.44 -1.09 1.05 -0.32
C -4.29921 -3.34371 3.07030 -1.18 0.07 -0.55 0.00
C -3.27305 -2.53890 2.66824 0.74 0.65 1.22 -0.04
C -2.77865 -1.56669 3.52515 1.06 0.69 -0.45 -0.29
O -1.66402 -0.84932 3.08917 -0.86 -0.21 0.16 0.00
C -3.38942 -1.27395 4.74305 0.63 1.28 -0.34 -0.04
C -4.47844 -1.99282 5.12905 -1.61 -0.14 -0.10 -0.02
H -6.33342 -4.34509 4.14944 0.20 0.13 -0.17 0.10
H -4.66468 -4.08803 2.32501 0.01 0.42 1.08 0.13
H -2.79132 -2.70794 1.75520 0.75 -0.15 -1.29 0.08
H -1.25124 -0.43762 3.86494 -0.07 -0.23 -0.16 0.04
H -3.11676 -0.35023 5.27066 0.21 -0.51 -0.03 0.12
H -5.14973 -1.69859 5.98265 1.03 -0.54 -0.85 0.14
O -3.99421 1.81942 -3.60290 0.28 0.14 -0.07 0.03
C -2.79058 1.23151 -3.87259 -2.45 0.85 0.31 -0.36
C -1.95911 0.81442 -2.89567 1.87 -0.34 1.10 -0.02
C -0.70589 0.32537 -3.25946 -0.41 -0.10 -0.23 -0.01
C -0.40424 0.15698 -4.57680 1.48 -0.88 -1.23 -0.32
O 0.82228 -0.38555 -5.01137 -0.27 1.00 1.14 -0.03
C -1.34663 0.46400 -5.52562 -0.33 0.54 -1.73 -0.02
C -2.52994 1.05224 -5.19042 -0.56 0.10 -0.99 -0.02
H -4.17859 1.61585 -2.68036 -0.63 0.18 0.45 0.04
H -2.17195 0.90991 -1.84449 -0.26 0.17 0.09 0.10
H 0.06252 0.02091 -2.60276 0.46 -0.19 1.28 0.10
H 1.54317 0.03837 -4.44739 -0.51 -0.35 -0.74 0.07
H -1.20688 0.37278 -6.58719 0.72 -0.42 -0.23 0.12
H -3.32309 1.38135 -5.89236 0.87 -0.39 0.29 0.14
O -4.90643 0.84566 -1.32986 0.19 -0.56 1.83 -0.03
C -5.18739 1.32247 -0.02338 0.29 -0.87 -0.44 -0.27
C -4.66743 0.71964 1.15132 0.61 -0.09 -2.36 0.01
C -4.86397 1.31208 2.36881 -0.34 -0.31 1.12 0.00
C -5.67100 2.44446 2.46407 0.03 0.02 -0.09 -0.32
O -5.76054 3.11074 3.67371 -0.35 -0.02 -0.31 0.02
C -6.33432 2.90328 1.34675 -0.14 0.61 -0.34 -0.03
C -6.06894 2.36514 0.09311 -0.03 0.23 0.25 -0.02
H -4.47008 -0.05293 -1.26370 -0.42 0.80 0.04 0.09
H -4.03934 -0.15872 0.92432 -0.37 0.40 0.96 0.10
H -4.51149 0.84530 3.29727 0.17 0.25 -0.47 0.12
H -6.35942 3.85731 3.50822 0.27 -0.21 0.41 0.11
H -7.04696 3.73676 1.36319 0.34 -0.21 0.36 0.12
H -6.54321 2.82131 -0.75401 -0.08 -0.10 -0.44 0.12
O 1.95244 1.53416 0.15976 -0.18 1.76 0.60 0.01
C 1.07000 0.51970 0.08574 -0.53 -1.21 -0.07 -0.32
C -0.33373 0.58681 0.24184 1.29 -0.78 -0.62 0.02
C -1.08886 -0.55913 -0.01182 -0.98 1.46 0.49 -0.04
C -0.53456 -1.76860 -0.32307 -1.20 -0.57 0.67 -0.30
O -1.42781 -2.84961 -0.45017 0.51 0.62 -0.33 -0.03
C 0.82930 -1.88028 -0.24867 0.42 0.34 -0.39 -0.02
C 1.63923 -0.74188 -0.13315 -0.61 -1.00 0.33 -0.02
H 1.54492 2.39823 0.46723 0.15 -0.86 -0.39 0.09
H -0.80257 1.49505 0.53755 -0.36 0.63 0.12 0.10
H -2.17955 -0.48189 0.10160 0.60 -0.06 -0.08 0.10
H -1.16926 -3.39848 -1.24558 0.29 -0.30 0.20 0.06
H 1.22812 -2.87125 -0.27319 0.60 -0.33 -0.17 0.10
H 2.70497 -0.94345 -0.08920 0.01 0.53 -0.07 0.10
O -4.06530 -1.74439 -0.81364 -0.07 1.00 -0.12 -0.02
C -5.14830 -2.51049 -0.48961 1.17 -1.13 -1.12 -0.31
C -5.02305 -3.88996 -0.49563 -1.33 -0.73 0.99 -0.01
C -6.18245 -4.67690 -0.17755 2.58 -0.35 0.22 -0.03
C -7.34975 -4.04319 0.13787 -1.22 0.76 -0.83 -0.32
O -8.53844 -4.73078 0.28044 -0.27 2.33 1.42 0.04
C -7.44597 -2.61468 0.09922 -0.39 -1.22 -0.53 0.03
C -6.36188 -1.87853 -0.32821 -0.63 -0.34 1.16 0.00
H -3.21537 -2.20231 -0.73814 0.38 -0.45 0.09 0.06
H -4.06163 -4.40047 -0.62709 -0.33 0.40 -0.08 0.12
H -5.99378 -5.77822 -0.05614 -0.71 1.13 -0.35 0.13
H -8.53020 -5.58987 -0.06538 0.51 -1.82 -0.76 0.07
H -8.42342 -2.14266 0.26171 0.49 -0.30 -0.03 0.13
H -6.43695 -0.81758 -0.42728 -0.04 0.39 -0.04 0.10
O 5.30492 -0.15189 3.76786 0.21 0.39 -0.81 -0.01
C 4.01162 -0.47457 4.02612 1.18 0.47 0.38 -0.36
C 3.74243 -0.89771 5.31010 0.63 0.33 1.87 -0.01
C 2.43251 -0.97335 5.74850 -0.44 -0.80 0.13 -0.02
C 1.39605 -0.78413 4.85069 -0.18 -0.32 -1.12 -0.29
O 0.04926 -0.89027 5.19380 0.65 0.21 -0.10 0.00
C 1.67519 -0.52551 3.49493 -0.39 0.50 0.95 -0.02
C 2.99086 -0.29307 3.11876 0.56 0.40 -0.84 -0.02
H 5.48573 0.39644 2.91181 -0.25 -1.01 0.75 0.07
H 4.57036 -0.96301 6.07307 -0.90 -0.11 -1.14 0.14
H 2.19483 -1.30568 6.76116 0.17 0.30 -0.12 0.12
H -0.04107 -1.27621 6.06445 -0.01 -0.11 0.29 0.11
H 0.82666 -0.39552 2.83702 0.08 0.02 -0.31 0.10
H 3.37403 0.14564 2.17619 -1.09 -0.51 0.17 0.11
O -2.88686 2.68235 4.88152 -1.33 -0.81 0.53 0.05
C -2.09111 2.88895 3.81475 0.11 1.16 0.63 -0.35
C -0.81690 2.38908 3.90172 0.43 -2.64 1.29 -0.01
C 0.11741 2.80592 3.02839 0.34 0.95 -2.39 -0.01
C -0.27301 3.69057 2.00155 1.89 0.33 -0.79 -0.29
O 0.74003 4.00318 1.08231 -0.33 -0.18 0.38 -0.04
C -1.54478 4.20254 1.88744 0.23 0.22 -0.36 -0.03
C -2.42944 3.81294 2.85318 -1.03 -0.24 0.53 -0.01
H -3.80939 2.85675 4.63498 0.07 0.05 0.13 0.08
H -0.57158 1.51182 4.57361 -0.40 1.48 -0.36 0.13
H 1.12064 2.41317 2.94272 0.09 -0.10 0.37 0.11
H 0.47258 4.75047 0.46910 -0.42 -0.44 0.11 0.07
H -1.87867 4.88956 1.10509 0.49 -0.43 0.48 0.09
H -3.41845 4.23668 2.91374 -0.24 0.12 -0.16 0.12
C 2.27181 3.26770 -4.48188 -1.83 -0.28 1.26 -0.05
C 2.91379 2.32598 -3.46071 0.28 0.25 -0.10 -0.28
N 3.13391 0.98472 -3.93381 1.40 -0.83 -0.51 -0.18
C 3.94459 1.04550 -5.16155 0.88 -2.31 1.46 -0.26
C 5.28548 1.72389 -5.10108 0.35 -0.21 0.54 -0.07
C 3.79070 0.08220 -2.91353 -0.29 0.99 0.11 -0.23
C 3.48231 -1.36838 -3.14797 -1.13 -2.27 0.47 -0.09
H 2.84723 3.49630 -5.36089 0.48 -0.05 -0.19 0.06
H 2.09651 4.20911 -3.91879 -0.08 -0.35 -0.59 0.07
H 1.28052 2.85254 -4.80943 0.77 0.45 0.21 0.09
H 3.80851 2.82918 -3.11266 0.81 0.00 0.09 0.11
H 2.37496 2.15754 -2.55862 -1.20 0.59 0.73 0.09
H 4.09575 0.00551 -5.44510 0.10 -0.16 -0.22 0.11
H 3.41538 1.45702 -5.94302 -1.56 1.00 -1.57 0.08
H 6.00017 1.27098 -4.41122 -0.11 -0.24 -0.03 0.07
H 5.70239 1.64520 -6.09783 0.27 0.41 -0.15 0.08
H 5.17818 2.73897 -4.75599 0.12 0.62 -0.34 0.06
H 3.40463 0.44442 -1.94123 0.34 -0.37 -0.27 0.10
H 4.89818 0.11631 -2.89143 -0.38 0.79 -0.12 0.11
H 3.36108 -1.58774 -4.23902 0.65 -0.03 0.83 0.08
H 2.48469 -1.70142 -2.73391 0.87 0.69 -0.27 0.05
H 4.22712 -2.07916 -2.61411 -0.94 1.21 -1.22 0.10
C 8.24752 1.05890 2.88773 0.43 -2.58 0.36 -0.09
C 7.68721 1.13690 1.49301 -0.07 0.03 0.07 -0.25
N 6.19076 1.17207 1.55983 1.32 1.49 -0.51 -0.21
C 5.96543 2.59005 1.88569 -0.65 -0.07 1.03 -0.26
C 4.60464 2.94550 2.47038 -0.17 -1.15 -0.77 -0.05
C 5.57076 0.86104 0.25011 -0.42 0.18 1.03 -0.22
C 5.54960 -0.67132 0.22137 0.64 0.63 -0.12 -0.05
H 7.86117 1.78219 3.57470 -0.04 0.61 0.21 0.06
H 9.33775 1.10119 2.82924 -0.06 0.16 0.24 0.08
H 7.97344 0.06365 3.33928 0.34 0.85 -0.37 0.09
H 8.09418 2.07394 1.07714 -0.45 -0.08 -0.42 0.12
H 8.07772 0.33915 0.84554 -0.35 0.00 0.36 0.12
H 6.71229 2.90289 2.60073 0.06 -0.04 0.34 0.10
H 6.21999 3.16614 1.02739 -0.20 0.74 -1.11 0.11
H 3.78557 2.54575 1.84926 0.16 0.64 -0.12 0.05
H 4.42487 2.43677 3.41554 0.33 0.31 0.37 0.07
H 4.58064 4.02162 2.55470 -0.47 0.24 0.19 0.08
H 6.11389 1.35741 -0.58812 -0.10 -0.49 0.38 0.13
H 4.57877 1.36835 0.31192 0.37 -0.84 -0.44 0.10
H 4.97710 -1.07051 1.05662 -0.31 0.01 -0.19 0.07
H 6.58186 -1.00003 0.41861 -0.33 -0.10 -0.32 0.08
H 5.22964 -1.05557 -0.73253 -0.23 -0.34 -0.24 0.04
C 1.04099 -5.55189 -1.23448 1.45 1.13 -0.70 -0.07
C 0.00481 -5.67591 -2.33474 -0.64 1.21 2.47 -0.25
N -0.58926 -4.38469 -2.63929 -1.51 0.44 -0.53 -0.21
C -1.87070 -4.57545 -3.42796 -0.22 0.87 2.70 -0.18
C -2.47996 -3.18169 -3.75345 0.91 -0.42 1.31 -0.06
C 0.29995 -3.38867 -3.25365 -0.70 1.13 1.21 -0.27
C 0.59682 -3.69407 -4.66075 0.57 0.39 -2.20 -0.09
H 1.94967 -5.07296 -1.71197 -0.52 -0.69 0.90 0.09
H 1.29776 -6.53286 -0.82448 0.08 0.26 -0.04 0.08
H 0.70550 -4.86357 -0.42862 0.03 -0.69 -0.41 0.06
H 0.34978 -6.24855 -3.14374 0.55 -0.69 -1.49 0.10
H -0.78176 -6.20267 -1.84129 -0.90 -0.79 -0.07 0.11
H -1.66882 -5.33711 -4.16813 -0.34 0.31 -1.00 0.10
H -2.62239 -5.04593 -2.71529 0.96 0.27 -0.66 0.12
H -2.47381 -2.50496 -2.84794 -0.14 -1.01 -0.76 0.08
H -1.93680 -2.62939 -4.47299 0.67 0.45 -0.97 0.04
H -3.46859 -3.27402 -4.10787 -1.27 -0.16 -0.30 0.06
H 1.21755 -3.43698 -2.65233 -0.20 0.41 -0.23 0.09
H -0.16544 -2.34156 -3.13057 0.80 -1.55 -0.10 0.12
H -0.28769 -3.79513 -5.32228 0.40 0.37 0.45 0.09
H 1.08963 -4.63893 -4.72072 0.45 -0.95 -0.04 0.06
H 1.30637 -2.98032 -5.13163 -0.64 -0.17 0.36 0.08
C 2.28395 5.57796 -1.14491 1.86 0.12 0.74 -0.09
C 1.07610 6.44565 -1.20374 -0.25 0.12 -0.94 -0.26
N -0.17250 5.77975 -0.83682 0.42 -0.53 -0.37 -0.20
C -1.26332 6.70724 -0.48914 1.17 -0.63 0.31 -0.23
C -0.93518 7.67727 0.67079 -0.09 -1.33 -1.27 -0.05
C -0.62279 4.86026 -1.94486 -0.29 0.03 2.94 -0.18
C -1.86621 4.11340 -1.54139 -0.38 -1.30 -1.12 -0.07
H 2.69135 5.44584 -0.12568 -0.70 -0.53 -0.23 0.09
H 3.12345 6.11694 -1.59051 -0.11 0.13 -0.40 0.08
H 2.21142 4.65629 -1.69088 -0.14 -0.63 0.03 0.04
H 1.28366 7.25444 -0.53475 -0.26 0.67 0.32 0.10
H 1.06806 6.84315 -2.24091 -0.53 0.15 0.30 0.13
H -1.59945 7.11922 -1.42850 -0.30 1.04 -0.25 0.12
H -2.07694 6.07470 -0.15414 -0.25 0.16 0.00 0.07
H -0.69892 7.07960 1.54260 0.05 -0.04 0.28 0.07
H -0.13796 8.37934 0.49249 0.12 0.27 -0.20 0.06
H -1.86447 8.16695 0.80565 -0.73 0.94 0.62 0.06
H 0.11206 4.09426 -2.12018 0.70 0.08 -0.24 0.11
H -0.84618 5.42689 -2.80028 0.04 0.85 -1.54 0.11
H -1.99140 3.32965 -2.29074 0.01 -0.10 -0.08 0.06
H -2.80026 4.63434 -1.61759 -0.38 0.71 0.23 0.08
H -1.82000 3.57165 -0.61043 0.25 0.08 0.46 0.06
```
Positions in Å, forces in eV/Å.